Record 1
{"formula": "C5H6", "method": "wB97M-V/def2-TZVPD", "de_lowest_ev": 5.679, "lumo_ev": [0.46, 0.48], "energy_ha": -193.8718, "total_charge": 0, "elements": ["C", "C", "C", "C", "C", "H", "H", "H", "H", "H", "H"], "coordinates": [[0.835, -0.606, -0.778], [0.805, -1.717, -0.009], [-1.156, 0.736, 0.058], [0.365, 0.584, -0.215], [-0.304, 0.241, 1.112], [1.231, -0.573, -1.804], [1.056, -2.705, 0.031], [-1.485, 1.769, 0.324], [-2.010, 0.255, -0.400], [0.809, 1.444, -0.483], [-0.145, 0.570, 2.164]]}

Record 2
{"formula": "C19H46Br3O12P3", "method": "wB97M-V/def2-TZVPD", "spin_multiplicity": 2, "lumo_ev": [-4.93, -9.62], "energy_ha": -10400.3408, "total_charge": 1, "elements": ["C", "C", "O", "P", "O", "O", "C", "C", "O", "C", "C", "H", "H", "H", "H", "H", "H", "H", "H", "H", "H", "H", "H", "H", "H", "H", "C", "C", "O", "P", "O", "O", "C", "C", "O", "C", "C", "H", "H", "H", "H", "H", "H", "H", "H", "H", "H", "H", "H", "H", "H", "H", "C", "C", "O", "P", "O", "O", "C", "C", "O", "C", "C", "H", "H", "H", "H", "H", "H", "H", "H", "H", "H", "H", "H", "H", "H", "H", "C", "Br", "Br", "Br", "H"], "coordinates": [[9.591, -17.337, -1.570], [10.542, -17.553, -2.731], [11.531, -16.474, -2.667], [11.975, -15.797, -4.111], [12.726, -16.739, -5.040], [12.647, -14.326, -3.723], [13.007, -13.390, -4.702], [14.464, -13.516, -5.067], [10.533, -15.272, -4.660], [10.228, -15.342, -6.096], [9.451, -14.081, -6.503], [8.984, -16.452, -1.764], [8.922, -18.161, -1.321], [10.204, -17.078, -0.707], [11.041, -18.520, -2.782], [9.962, -17.536, -3.653], [12.348, -13.496, -5.563], [12.954, -12.430, -4.189], [14.586, -14.598, -5.112], [14.826, -13.311, -6.074], [15.225, -13.146, -4.380], [11.093, -15.476, -6.745], [9.629, -16.211, -6.368], [9.453, -13.968, -7.588], [8.456, -14.393, -6.188], [9.819, -13.213, -5.956], [14.098, -18.121, -1.067], [14.401, -18.878, -2.438], [15.547, -19.673, -2.398], [16.999, -18.950, -2.575], [16.979, -17.466, -2.635], [17.816, -19.610, -1.310], [17.348, -19.458, -0.037], [18.333, -19.956, 1.040], [17.792, -19.663, -3.809], [19.080, -19.283, -4.293], [19.424, -20.037, -5.644], [13.060, -18.373, -0.853], [14.708, -18.641, -0.328], [14.308, -17.056, -0.965], [13.638, -19.626, -2.652], [14.412, -18.062, -3.160], [17.087, -18.440, 0.252], [16.415, -20.018, 0.029], [17.826, -20.119, 1.991], [18.920, -20.843, 0.802], [19.024, -19.148, 1.282], [19.064, -18.215, -4.508], [19.798, -19.762, -3.627], [19.443, -21.123, -5.740], [18.777, -19.510, -6.345], [20.372, -19.669, -6.038], [11.869, -10.097, -2.576], [11.353, -10.100, -1.189], [11.647, -8.812, -0.744], [11.976, -8.479, 0.820], [11.650, -7.045, 1.157], [11.126, -9.649, 1.675], [11.480, -10.207, 2.990], [12.311, -11.504, 2.879], [13.581, -8.889, 0.968], [14.618, -8.052, 0.443], [15.788, -9.013, 0.214], [12.951, -10.028, -2.691], [11.552, -11.035, -3.030], [11.527, -9.248, -3.168], [10.269, -10.196, -1.114], [11.794, -10.859, -0.542], [11.972, -9.518, 3.676], [10.548, -10.340, 3.540], [12.869, -11.873, 3.739], [11.707, -12.325, 2.493], [13.139, -11.389, 2.180], [14.173, -7.712, -0.492], [14.749, -7.189, 1.095], [16.077, -9.501, 1.145], [15.666, -9.667, -0.649], [16.712, -8.447, 0.103], [12.815, -14.387, -0.406], [13.874, -12.759, -0.632], [10.956, -13.979, -1.052], [12.965, -14.789, 1.546], [13.254, -15.057, -1.144]]}

Record 3
{"formula": "C5H2O", "method": "wB97M-V/def2-TZVPD", "de_lowest_ev": 1.149, "lumo_ev": -0.34, "energy_ha": -266.7765, "smiles": "C#CC#CC=O", "total_charge": 0, "elements": ["C", "C", "C", "C", "C", "O", "H", "H"], "coordinates": [[-1.434, 1.162, -1.798], [-0.637, 0.252, -1.744], [0.082, -0.234, -0.668], [0.467, -0.374, 0.468], [0.846, -0.365, 1.857], [1.993, -0.354, 2.237], [-2.107, 1.959, -1.599], [-0.009, -0.337, 2.560]]}

Record 4
{"formula": "C5H14N2O", "method": "wB97M-V/def2-TZVPD", "de_lowest_ev": 3.391, "lumo_ev": 0.90, "energy_ha": -383.5761, "smiles": "CCN[C@H](CN)CO", "total_charge": 0, "elements": ["C", "C", "N", "C", "C", "N", "C", "O", "H", "H", "H", "H", "H", "H", "H", "H", "H", "H", "H", "H", "H", "H"], "coordinates": [[-0.024, -1.518, 2.806], [0.322, -0.163, 2.131], [0.332, -0.521, 0.686], [0.117, 0.473, -0.394], [-1.251, 0.242, -1.086], [-1.327, 0.485, -2.539], [1.329, 0.316, -1.398], [1.866, 1.675, -1.476], [0.313, -1.535, 3.840], [0.565, -2.381, 2.302], [-1.115, -1.615, 2.884], [-0.372, 0.747, 2.178], [1.296, 0.234, 2.389], [-0.437, -1.194, 0.609], [0.147, 1.529, 0.016], [-2.088, 0.914, -0.780], [-1.693, -0.793, -0.880], [-0.507, 0.284, -3.060], [-1.743, 1.400, -2.714], [0.943, -0.116, -2.302], [1.968, -0.490, -0.975], [1.361, 2.026, -2.238]]}

> Number 4 is which compound?

C5H14N2O